This record from OMol25 describes a structure of composition C27H34BrF4GeMnN3PS at a distorted geometry. The level of theory is wB97M-V/def2-TZVPD.

```
! RIJCOSX wB97M-V def2-TZVPD def2/J DEFGRID3
* xyz 3 6
Mn -0.6319 4.8956 1.2830
F 4.0151 1.4009 4.9566
C 3.2823 1.6603 3.9415
C 3.7750 1.4889 2.6450
F 4.9268 0.9788 2.4524
C 3.0364 1.9851 1.5574
F 3.6716 1.8572 0.3663
C 1.7887 2.5893 1.6475
P 1.0362 3.4177 0.1956
C 0.3741 2.1470 -0.9471
C -0.5017 2.5402 -1.9518
C -0.7832 1.6481 -2.9675
C -0.1852 0.3697 -2.9949
C 0.6307 -0.0475 -1.9505
C 0.8985 0.8598 -0.9455
C 2.4339 4.1395 -0.6773
C 3.1572 5.1184 -0.0136
C 4.2839 5.7152 -0.5399
C 4.6713 5.3922 -1.8010
C 3.9496 4.3840 -2.5133
C 2.8998 3.7039 -1.9050
C 1.3301 2.6344 2.9953
Br -0.3908 3.3889 3.4482
C 2.0388 2.2483 4.1065
F 1.4097 2.3573 5.2511
H -0.9562 3.4785 -1.9590
H -1.4752 1.9251 -3.7689
H -0.5208 -0.3309 -3.7555
H 1.0056 -1.0399 -1.9904
H 1.5861 0.5556 -0.1802
H 2.7519 5.5035 0.9234
H 4.7466 6.4615 0.0856
H 5.5758 5.8127 -2.2742
H 4.2979 4.1083 -3.4858
H 2.4271 2.9879 -2.4881
N -2.7998 4.8972 1.5581
N -3.3372 5.7723 0.5020
C -2.5879 6.8095 0.0772
N -3.1628 7.7422 -0.6658
S -0.8749 7.0205 0.2282
H -3.2629 3.9663 1.4015
H -3.0848 5.2093 2.4757
H -4.3347 5.8461 0.4358
H -4.1404 7.7755 -0.9463
H -2.5152 8.4336 -0.9970
C -2.1519 -6.2453 3.3888
C -3.3095 -5.9458 2.3638
C -2.9182 -4.7262 1.4779
C -1.6660 -4.8901 0.6604
Ge -1.5625 -6.4754 -0.4391
C 0.0810 -7.0865 -1.2179
C 0.7434 -5.9600 -1.9904
C -0.2205 -4.7887 -2.2568
C -1.6321 -5.3372 -2.7095
H -2.6573 -6.6770 4.2742
H -1.6441 -5.3883 3.7634
H -1.3541 -6.9089 3.0878
H -4.2647 -5.7274 2.7961
H -3.4402 -6.8778 1.7602
H -2.7716 -3.8747 2.1880
H -3.6480 -4.2783 0.7853
H -0.8311 -5.0379 1.3441
H -1.5954 -4.0430 -0.0133
H -2.5485 -7.5912 -0.6687
H -0.1636 -7.9419 -1.8770
H 0.7193 -7.5756 -0.4462
H 1.0844 -6.2854 -2.9454
H 1.6168 -5.6073 -1.3337
H 0.1790 -4.0568 -2.9794
H -0.3361 -4.2142 -1.3779
H -1.4382 -6.1723 -3.3348
H -2.2597 -4.5858 -3.1883
H -2.4658 -5.5088 -1.9272
*
```

As for the expectation value of S²: 8.757. Its HOMO energy (spin up / spin down) is -15.696 / -15.761 eV. The HOMO-LUMO gap (spin up / spin down) comes out at 0.30495 / 0.28025 hartree.